(1)
Here is a structure of composition C62H61CoN5P4SSe2Si in a non-equilibrium geometry from the Open Molecules 2025 dataset. Energies are from ωB97M-V with the def2-TZVPD basis set.

Computed properties:
* frontier orbital gap (alpha / beta): 6.21 / 7.46 eV
* LUMO energy (alpha / beta): -0.6072 / 0.3969 eV
* multiplicity: 2

CARTESIAN COORDINATES (ANGSTROEM)
Co: 0.883 -0.115 -0.419
C: 3.985 1.109 -2.439
Si: 3.129 0.228 -0.932
C: 3.983 -1.492 -0.756
C: 5.249 -1.766 -1.255
C: 5.837 -3.003 -1.067
C: 5.141 -4.010 -0.419
C: 3.870 -3.767 0.067
C: 3.305 -2.503 -0.071
P: 1.665 -2.089 0.620
C: 0.801 -3.698 0.487
C: 0.988 -4.740 1.391
C: 0.385 -5.965 1.169
C: -0.414 -6.160 0.053
C: -0.635 -5.115 -0.826
C: -0.032 -3.892 -0.606
C: 1.951 -2.120 2.420
C: 0.816 -2.255 3.220
C: 0.938 -2.412 4.583
C: 2.197 -2.439 5.163
C: 3.324 -2.265 4.379
C: 3.210 -2.097 3.009
C: 3.973 1.139 0.532
C: 5.345 1.348 0.605
C: 5.890 2.171 1.571
C: 5.057 2.827 2.466
C: 3.694 2.602 2.432
C: 3.160 1.726 1.491
P: 1.367 1.409 1.459
C: 1.023 1.084 3.220
C: -0.307 1.081 3.637
C: -0.627 0.902 4.967
C: 0.372 0.689 5.902
C: 1.691 0.614 5.482
C: 2.017 0.799 4.153
C: 0.854 3.148 1.255
C: 1.374 3.805 0.140
C: 1.085 5.136 -0.080
C: 0.251 5.822 0.791
C: -0.289 5.167 1.883
C: 0.022 3.839 2.123
H: 4.950 1.518 -2.161
H: 3.385 1.939 -2.798
H: 4.138 0.425 -3.267
H: 5.778 -0.998 -1.799
H: 6.834 -3.189 -1.438
H: 5.586 -4.986 -0.292
H: 3.319 -4.564 0.546
H: 1.598 -4.596 2.273
H: 0.544 -6.774 1.870
H: -0.871 -7.125 -0.118
H: -1.270 -5.258 -1.688
H: -0.212 -3.052 -1.265
H: -0.161 -2.255 2.758
H: 0.054 -2.523 5.191
H: 2.289 -2.584 6.228
H: 4.302 -2.271 4.838
H: 4.091 -1.965 2.395
H: 5.999 0.863 -0.105
H: 6.961 2.326 1.618
H: 5.473 3.510 3.192
H: 3.036 3.103 3.131
H: -1.091 1.237 2.909
H: -1.662 0.936 5.273
H: 0.125 0.579 6.948
H: 2.471 0.410 6.202
H: 3.052 0.728 3.849
H: 2.008 3.259 -0.551
H: 1.499 5.647 -0.938
H: 0.021 6.862 0.613
H: -0.960 5.682 2.554
H: -0.393 3.349 2.988
Se: -0.918 1.738 -1.548
P: -2.725 2.592 -0.632
Se: -3.035 2.594 1.469
C: -4.113 1.712 -1.452
C: -4.167 1.663 -2.841
C: -5.111 0.871 -3.470
C: -5.995 0.109 -2.715
C: -5.961 0.183 -1.332
C: -5.028 0.989 -0.702
C: -2.858 4.304 -1.248
C: -4.068 4.958 -1.052
C: -4.189 6.284 -1.418
C: -3.110 6.956 -1.973
C: -1.903 6.303 -2.157
C: -1.775 4.974 -1.794
H: -3.457 2.238 -3.421
H: -5.153 0.833 -4.550
H: -6.715 -0.532 -3.207
H: -6.660 -0.388 -0.735
H: -5.005 1.048 0.379
H: -4.898 4.425 -0.606
H: -5.125 6.796 -1.258
H: -3.210 7.994 -2.255
H: -1.058 6.829 -2.579
H: -0.836 4.454 -1.925
N: -2.584 -1.249 -1.206
C: -2.673 -1.201 0.144
S: -1.318 -0.817 1.027
N: -3.853 -1.582 0.678
C: -4.424 -1.338 1.933
C: -3.792 -0.689 2.988
C: -4.500 -0.427 4.146
C: -5.820 -0.818 4.283
C: -6.441 -1.491 3.245
C: -5.751 -1.742 2.077
H: -1.798 -0.719 -1.578
H: -3.423 -1.244 -1.769
H: -4.539 -1.918 0.008
H: -2.769 -0.367 2.909
H: -4.015 0.109 4.949
H: -6.359 -0.604 5.194
H: -7.468 -1.808 3.338
H: -6.242 -2.247 1.257
C: -0.093 -1.019 -5.885
N: 1.106 -0.374 -5.388
C: 2.194 -1.333 -5.438
N: 1.921 -2.547 -4.684
C: 0.691 -3.138 -5.176
N: -0.432 -2.216 -5.136
C: -0.822 -1.893 -3.784
P: 0.541 -1.078 -2.743
C: 0.920 0.188 -4.071
C: 1.870 -2.289 -3.261
H: 0.075 -1.299 -6.930
H: -0.931 -0.320 -5.836
H: 3.100 -0.862 -5.050
H: 2.351 -1.606 -6.488
H: 0.453 -4.017 -4.572
H: 0.852 -3.449 -6.214
H: -1.170 -2.809 -3.296
H: -1.664 -1.193 -3.837
H: 1.819 0.735 -3.782
H: 0.089 0.903 -4.110
H: 1.708 -3.234 -2.728
H: 2.842 -1.897 -2.951

Here are the Mulliken charges for atoms 1 to 4, given in e: atom 1 (Co): 1.34, atom 2 (C): -1.58, atom 3 (Si): 1.00, atom 4 (C): -0.39

(2)
Here is a cluster of 15 separate species, C62H61N15O16 in total in a non-equilibrium geometry from the Open Molecules 2025 dataset. Energies are from ωB97M-V with the def2-TZVPD basis set.

Computed properties:
* frontier orbital gap: 8.24 eV
* energy above the lowest of the compared OMol25 structures with the same formula, charge and spin: 0.0 kJ/mol
* LUMO energy: -1.1887 eV

CARTESIAN COORDINATES (ANGSTROEM)
C: -2.850 0.257 -4.086
C: -1.573 -0.216 -4.550
N: -0.547 -0.580 -4.889
H: -2.825 1.341 -3.982
H: -2.902 -0.144 -3.073
H: -3.551 -0.254 -4.746
C: 5.159 -2.800 -0.217
C: 4.841 -4.243 -0.297
N: 4.624 -5.361 -0.407
H: 4.292 -2.314 0.230
H: 5.336 -2.467 -1.240
H: 6.066 -2.659 0.371
C: -5.692 -0.071 0.794
C: -4.552 -0.028 1.762
N: -3.695 -0.086 2.538
H: -5.337 -0.157 -0.232
H: -6.091 0.943 0.839
H: -6.413 -0.821 1.120
C: 1.318 4.015 -3.837
C: 1.818 5.375 -4.009
N: 2.292 6.446 -4.122
H: 0.416 4.048 -3.225
H: 2.010 3.327 -3.351
H: 0.961 3.689 -4.814
C: -0.223 5.947 0.089
C: -0.160 4.589 0.811
N: -0.188 3.588 1.301
H: -0.411 6.691 0.864
H: -0.877 5.805 -0.772
H: 0.752 6.092 -0.375
C: 3.185 4.316 1.860
C: 3.438 4.630 3.225
N: 3.699 4.972 4.307
H: 3.252 3.231 1.791
H: 4.008 4.689 1.249
H: 2.248 4.800 1.584
C: -0.600 0.325 -0.084
C: -1.878 0.807 -0.655
N: -2.930 1.177 -1.102
H: 0.160 1.105 -0.035
H: -0.092 -0.285 -0.832
H: -0.747 -0.082 0.916
C: -1.758 -3.554 6.720
C: -2.501 -3.182 5.553
C: -1.799 -2.787 4.455
C: -0.407 -2.652 4.392
C: 0.354 -3.179 5.484
C: -0.341 -3.565 6.627
N: 0.199 -2.373 3.046
O: -0.530 -2.343 2.052
O: 1.342 -2.018 3.029
H: -2.341 -3.854 7.577
H: -3.581 -3.164 5.555
H: -2.356 -2.375 3.626
H: 1.433 -3.207 5.475
H: 0.198 -3.741 7.546
C: -5.758 4.409 -4.263
C: -6.358 5.483 -3.596
C: -7.679 5.751 -3.874
C: -8.458 4.885 -4.678
C: -7.795 3.784 -5.250
C: -6.472 3.606 -5.105
N: -9.888 5.183 -4.949
O: -10.478 4.295 -5.523
O: -10.376 6.255 -4.562
H: -4.693 4.238 -4.316
H: -5.705 6.009 -2.915
H: -8.107 6.597 -3.356
H: -8.330 3.076 -5.866
H: -6.038 2.642 -5.325
C: -1.961 -7.853 0.889
C: -1.022 -8.482 1.753
C: 0.099 -7.805 2.247
C: 0.220 -6.432 2.012
C: -0.701 -5.759 1.249
C: -1.763 -6.474 0.591
N: 1.407 -5.675 2.467
O: 1.687 -4.683 1.790
O: 2.093 -6.119 3.385
H: -2.685 -8.455 0.360
H: -1.121 -9.552 1.864
H: 0.776 -8.345 2.893
H: -0.568 -4.734 0.937
H: -2.291 -6.021 -0.235
C: 1.615 -4.041 -1.550
C: 1.846 -2.684 -1.711
C: 2.085 -2.186 -2.953
C: 2.230 -2.942 -4.133
C: 1.899 -4.366 -3.977
C: 1.610 -4.859 -2.683
N: 2.725 -2.370 -5.371
O: 2.913 -1.193 -5.511
O: 2.943 -3.192 -6.295
H: 1.249 -4.495 -0.641
H: 1.803 -2.026 -0.855
H: 2.246 -1.151 -3.216
H: 1.915 -4.999 -4.852
H: 1.479 -5.911 -2.480
C: -5.482 -4.672 -4.569
C: -6.377 -3.898 -5.367
C: -6.611 -2.535 -5.043
C: -6.028 -1.945 -3.946
C: -5.285 -2.780 -3.022
C: -5.022 -4.119 -3.364
N: -6.115 -0.470 -3.773
O: -5.564 -0.053 -2.786
O: -6.585 0.197 -4.699
H: -5.161 -5.695 -4.701
H: -6.745 -4.466 -6.208
H: -7.148 -1.870 -5.703
H: -4.843 -2.376 -2.124
H: -4.400 -4.771 -2.768
C: -0.884 2.062 4.410
C: 0.428 1.933 4.068
C: 1.334 2.638 4.844
C: 0.922 3.433 5.910
C: -0.461 3.631 6.181
C: -1.348 3.001 5.314
N: 1.998 4.065 6.763
O: 1.731 5.095 7.247
O: 3.050 3.465 6.966
H: -1.562 1.404 3.886
H: 0.744 1.316 3.239
H: 2.376 2.473 4.611
H: -0.761 4.286 6.986
H: -2.409 3.033 5.518
C: 5.582 4.262 -2.855
C: 5.908 3.129 -3.590
C: 5.474 1.865 -3.168
C: 4.559 1.743 -2.051
C: 4.205 2.918 -1.341
C: 4.719 4.113 -1.787
N: 4.069 0.390 -1.598
O: 3.301 0.251 -0.606
O: 4.398 -0.522 -2.287
H: 5.826 5.262 -3.182
H: 6.543 3.235 -4.457
H: 5.803 1.011 -3.741
H: 3.565 2.865 -0.473
H: 4.448 4.957 -1.170
C: 7.933 1.270 5.869
C: 6.517 1.367 5.872
C: 5.867 1.066 4.700
C: 6.486 0.542 3.572
C: 7.899 0.411 3.674
C: 8.634 0.778 4.772
N: 5.789 0.200 2.318
O: 4.635 0.646 2.108
O: 6.354 -0.319 1.421
H: 8.435 1.488 6.800
H: 6.017 1.737 6.756
H: 4.837 1.374 4.597
H: 8.456 -0.119 2.916
H: 9.705 0.650 4.815

Here are the Mulliken charges for atoms 1 to 4, given in e: atom 1 (C): -0.15, atom 2 (C): 0.27, atom 3 (N): -0.42, atom 4 (H): 0.31